1.
Density functional theory data (wB97M-V/def2-TZVPD) for a molecular structure, C36H72AsF6O36 at a distorted geometry.

Geometry (Å):
As: 0.1477 0.0028 0.8776
F: -0.5576 -0.7897 2.3356
F: -1.2080 1.2123 0.8525
F: 0.9345 0.7442 -0.5208
F: 1.3928 -1.2737 1.0309
F: -0.7906 -1.1510 -0.1542
F: 1.1465 1.0652 1.8685
C: 2.6041 -1.4739 6.6751
O: 3.0731 -1.0237 5.3935
C: 3.6615 -1.8675 4.5978
O: 3.8948 -3.0284 4.7748
O: 3.8190 -1.2562 3.4563
C: 4.2675 -2.0091 2.3019
H: 2.5307 -2.5609 6.6410
H: 1.6772 -1.0411 7.0514
H: 3.3697 -1.2383 7.4144
H: 5.2254 -2.5170 2.4136
H: 4.4390 -1.2505 1.5382
H: 3.5300 -2.7375 1.9647
C: -0.5776 -8.6004 -2.7614
O: -0.8812 -7.4186 -1.9872
C: -1.6258 -6.4851 -2.5388
O: -2.0047 -6.3712 -3.7532
O: -1.9272 -5.5594 -1.6016
C: -2.4480 -4.3060 -1.9984
H: -1.1038 -9.5312 -2.5501
H: 0.4671 -8.8926 -2.6553
H: -0.6593 -8.4292 -3.8348
H: -2.1025 -4.1017 -3.0118
H: -2.0325 -3.5667 -1.3136
H: -3.5374 -4.3367 -2.0188
C: -1.7797 2.9991 2.7388
O: -1.7878 4.0985 3.6105
C: -2.2747 5.3452 3.2650
O: -2.6516 5.6023 2.1582
O: -2.2450 6.1151 4.3200
C: -2.9451 7.3444 4.5117
H: -1.3750 3.1756 1.7422
H: -2.7675 2.6447 2.4443
H: -1.2673 2.0837 3.0348
H: -2.2959 8.0621 5.0132
H: -3.7945 7.0604 5.1330
H: -3.2608 7.7679 3.5582
C: -0.5242 1.9534 -3.1498
O: 0.3787 2.8280 -3.7639
C: 0.8027 3.9007 -3.2232
O: 0.6493 4.3161 -2.0600
O: 1.4371 4.5558 -4.1756
C: 2.1326 5.7573 -3.8603
H: -1.4500 2.5019 -3.3233
H: -0.3412 1.6681 -2.1138
H: -0.4486 1.0534 -3.7600
H: 2.9976 5.7539 -3.1971
H: 1.3890 6.4457 -3.4586
H: 2.4124 6.2731 -4.7789
C: 2.5674 1.2421 -5.8355
O: 3.8263 1.9162 -5.5000
C: 4.1720 2.3291 -4.2551
O: 5.1977 2.8899 -3.9227
O: 3.1487 2.0702 -3.3595
C: 3.2594 2.3152 -1.9468
H: 2.4083 1.0439 -6.8954
H: 1.7429 1.8181 -5.4153
H: 2.5279 0.2770 -5.3302
H: 3.7405 1.4161 -1.5620
H: 2.3076 2.5077 -1.4517
H: 3.8225 3.2061 -1.6688
C: -7.3906 -2.0237 -3.9580
O: -6.4576 -1.1130 -3.5139
C: -5.6889 -1.4347 -2.4521
O: -5.6485 -2.5668 -1.9203
O: -5.0789 -0.3312 -2.0143
C: -3.9294 -0.4048 -1.1152
H: -7.0395 -3.0527 -4.0353
H: -7.6783 -1.7096 -4.9613
H: -8.1526 -1.8806 -3.1918
H: -3.3489 0.4997 -1.2965
H: -3.2137 -1.1695 -1.4168
H: -4.3090 -0.4816 -0.0963
C: -3.3048 -3.3568 -5.8813
O: -2.4055 -2.4331 -5.2213
C: -1.1054 -2.6968 -4.9542
O: -0.5153 -3.6668 -5.2101
O: -0.6148 -1.7009 -4.2655
C: 0.6379 -1.7345 -3.6286
H: -3.2356 -3.0590 -6.9275
H: -4.2949 -3.3933 -5.4270
H: -2.9418 -4.3827 -5.9442
H: 1.1854 -0.8147 -3.8345
H: 1.2924 -2.5786 -3.8458
H: 0.4032 -1.8202 -2.5676
C: 7.5287 -0.7751 -3.6358
O: 6.6577 -0.5680 -2.4853
C: 5.6698 -1.3920 -2.2095
O: 5.5584 -2.5369 -2.6988
O: 4.9076 -0.8019 -1.3111
C: 3.5915 -1.3093 -1.1180
H: 7.8990 -1.7798 -3.4319
H: 8.4937 -0.2733 -3.5638
H: 7.0194 -0.6233 -4.5875
H: 3.2472 -0.9602 -0.1445
H: 3.5448 -2.3961 -1.1860
H: 2.9389 -0.9448 -1.9113
C: 0.5559 -3.9447 1.6831
O: 0.5364 -4.5838 0.5197
C: 1.6057 -5.0952 -0.0623
O: 2.7224 -5.1920 0.4293
O: 1.2736 -5.1827 -1.4057
C: 2.2138 -5.6992 -2.3750
H: 1.4817 -3.4882 2.0331
H: 0.1600 -4.5715 2.4822
H: -0.1701 -3.1381 1.5806
H: 3.2694 -5.4339 -2.4330
H: 1.7664 -5.4024 -3.3236
H: 2.2705 -6.7810 -2.2539
C: -0.0145 0.4240 5.3674
O: 0.1579 1.6453 6.1212
C: -0.5491 1.9703 7.2396
O: -0.4914 3.0856 7.7471
O: -1.4201 1.0456 7.5840
C: -2.1789 1.1177 8.7926
H: -0.9988 0.2201 4.9461
H: 0.0663 -0.3769 6.1023
H: 0.7496 0.2505 4.6096
H: -2.5625 0.0994 8.8564
H: -3.0321 1.7945 8.8378
H: -1.4808 1.3971 9.5817
C: 4.1378 7.6253 -0.5704
O: 2.9020 6.8973 -0.3524
C: 2.8943 5.7848 0.4066
O: 3.9546 5.2295 0.6772
O: 1.7163 5.4419 0.6900
C: 1.3553 4.2643 1.4821
H: 4.6673 7.0030 -1.2919
H: 4.7549 7.7308 0.3219
H: 4.0260 8.6398 -0.9529
H: 0.4530 4.4739 2.0565
H: 2.0887 3.9087 2.2059
H: 1.1420 3.4346 0.8082
C: -3.7952 -0.0124 3.3699
O: -5.1966 0.2033 3.4536
C: -5.7129 1.4221 3.5389
O: -5.1167 2.4630 3.6161
O: -7.0569 1.3458 3.7673
C: -7.7481 0.0680 3.9320
H: -3.3381 0.7571 3.9920
H: -3.4019 0.0861 2.3581
H: -3.5031 -1.0041 3.7154
H: -8.8073 0.2469 4.1172
H: -7.4173 -0.4247 4.8462
H: -7.5873 -0.6240 3.1054

Forces on atoms 1 to 2 (eV/Å):
-0.2 -0.9 0.8
0.1 1.1 -1.0

The value obtained for the LUMO energy is 2.0 eV. The HOMO energy is -8.116 eV. Its orbital gap is 10.131 eV. The multiplicity is 1. As for the total charge: -1.

These are the Mulliken partial charges, in e, on atoms 1 to 2:
1 As 2.13
2 F -0.56

---

2.
Density functional theory data (wB97M-V/def2-TZVPD) for a molecular structure, C36H72F6LiO27P at a distorted geometry.

Geometry (Å):
Li: -0.5005 -0.8080 0.7264
P: -1.2562 -0.8008 -1.8242
F: -2.6461 -1.1233 -2.6053
F: -0.5201 -1.8317 -2.8876
F: -0.9621 0.4630 -2.8333
F: 0.2113 -0.6531 -1.1943
F: -1.9837 0.2918 -0.8460
F: -1.5682 -2.0083 -0.7615
C: -3.2236 3.2376 -1.4740
C: -2.1478 3.5579 -2.5379
O: -1.4122 4.6482 -2.2220
C: -0.3217 4.9156 -2.9744
O: 0.0115 4.4063 -4.0324
O: 0.4178 5.8602 -2.2523
C: -0.0191 6.4689 -1.0550
H: -4.1486 3.8127 -1.5171
H: -2.8511 3.5584 -0.5012
H: -3.2778 2.1580 -1.6141
H: -2.7245 3.7927 -3.4326
H: -1.4287 2.7778 -2.7880
H: -1.0699 6.7548 -1.0086
H: 0.4727 7.4335 -0.9297
H: 0.2447 5.8435 -0.2021
C: 7.9128 -3.8759 -3.7761
C: 6.7911 -3.0404 -3.1668
O: 5.5882 -3.1377 -3.9080
C: 4.5444 -2.4297 -3.5562
O: 4.6332 -1.5614 -2.6684
O: 3.4765 -2.7835 -4.2964
C: 2.1400 -2.2385 -4.1547
H: 7.8465 -3.5300 -4.8076
H: 7.6510 -4.9282 -3.6657
H: 8.8764 -3.4830 -3.4518
H: 6.9362 -1.9602 -3.1507
H: 6.6190 -3.3098 -2.1248
H: 1.9370 -1.5937 -5.0098
H: 2.0971 -1.6093 -3.2656
H: 1.5096 -3.1177 -4.0219
C: -2.9679 -8.0503 -5.7192
C: -3.6151 -8.4714 -4.3768
O: -3.1278 -7.7137 -3.2536
C: -3.6534 -6.5252 -2.9797
O: -4.4724 -5.9037 -3.7085
O: -3.0117 -6.0606 -1.8476
C: -3.3746 -4.7890 -1.2816
H: -3.1692 -8.8286 -6.4552
H: -1.8783 -8.0257 -5.7017
H: -3.2962 -7.0533 -6.0130
H: -3.2838 -9.4470 -4.0211
H: -4.7035 -8.4801 -4.4346
H: -3.0920 -4.0073 -1.9867
H: -2.8305 -4.4758 -0.3906
H: -4.4317 -4.6560 -1.0515
C: -5.5139 -0.2582 -0.5362
C: -5.4731 0.5542 0.7652
O: -5.5801 -0.3994 1.7882
C: -5.7443 -0.0756 3.1730
O: -5.8507 -0.9296 4.0572
O: -5.8303 1.2327 3.3714
C: -5.7227 1.7640 4.7287
H: -4.9534 -1.1873 -0.4324
H: -4.9062 0.2627 -1.2761
H: -6.5614 -0.4904 -0.7283
H: -6.2179 1.3458 0.6828
H: -4.4693 0.9754 0.8206
H: -6.1280 2.7737 4.6628
H: -4.6871 1.7730 5.0686
H: -6.2837 1.1930 5.4685
C: 1.2673 4.5825 5.2988
C: 1.8529 4.5009 3.8785
O: 0.8933 4.2420 2.8650
C: 1.3389 3.7037 1.6775
O: 2.4868 3.2463 1.4533
O: 0.2106 3.5065 0.9505
C: 0.2757 2.6804 -0.2345
H: 0.5385 3.8114 5.5483
H: 0.8352 5.5756 5.4219
H: 2.0492 4.5095 6.0548
H: 2.5034 3.6423 4.0448
H: 2.4896 5.3638 3.6830
H: 0.8847 1.7898 -0.0795
H: 0.6079 3.2588 -1.0966
H: -0.7690 2.4368 -0.4280
C: 2.1733 0.9495 5.5961
C: 1.5376 0.8351 4.2422
O: 2.4753 0.3353 3.3546
C: 2.1948 -0.0885 2.0798
O: 1.1072 -0.0205 1.4868
O: 3.2844 -0.7382 1.6541
C: 3.4463 -1.2472 0.3906
H: 2.5545 -0.0316 5.8795
H: 1.4740 1.2857 6.3616
H: 3.0201 1.6100 5.4096
H: 1.1369 1.8149 3.9824
H: 0.6679 0.1819 4.3133
H: 4.4243 -0.9447 0.0163
H: 2.7190 -1.0107 -0.3861
H: 3.5623 -2.2970 0.6601
C: 5.2609 6.4034 -0.9420
C: 4.2322 5.6502 -1.9171
O: 3.9200 4.2998 -1.6377
C: 3.3281 3.5976 -2.5432
O: 2.9982 3.8840 -3.6828
O: 3.0482 2.4043 -2.0503
C: 2.2788 1.4136 -2.7002
H: 5.4755 7.3079 -1.5111
H: 6.1164 5.7334 -0.8559
H: 4.8396 6.7072 0.0162
H: 4.7273 5.8849 -2.8594
H: 3.3425 6.2788 -1.9535
H: 1.4828 1.7448 -3.3671
H: 1.9368 0.6990 -1.9515
H: 2.9247 1.0123 -3.4811
C: -2.6355 3.0569 2.3993
C: -1.7712 2.2589 3.4860
O: -2.4469 1.1117 3.9579
C: -2.2678 -0.0067 3.3029
O: -1.8019 -0.1061 2.1515
O: -2.7091 -1.0382 3.9969
C: -2.7440 -2.3884 3.5069
H: -3.3949 3.7383 2.7831
H: -3.1068 2.2866 1.7889
H: -2.0206 3.7637 1.8422
H: -1.6878 2.8650 4.3882
H: -0.7452 2.1101 3.1496
H: -1.7378 -2.8075 3.5083
H: -3.0285 -2.3617 2.4550
H: -3.4700 -2.9998 4.0429
C: 1.1502 -4.0217 -1.3011
C: 0.3422 -4.7682 -0.1913
O: 0.9284 -4.7222 1.0815
C: 0.6818 -3.6350 1.8328
O: 0.1486 -2.5927 1.4846
O: 1.2087 -3.8325 2.9896
C: 1.2589 -2.8497 4.0067
H: 0.9592 -2.9492 -1.3382
H: 0.8556 -4.3517 -2.2973
H: 2.1793 -4.1994 -0.9889
H: 0.5173 -5.8195 -0.4196
H: -0.7399 -4.6734 -0.1007
H: 1.8877 -1.9745 3.8433
H: 1.6877 -3.2573 4.9221
H: 0.3227 -2.5443 4.4740

Forces on atoms 1 to 2 (eV/Å):
0.0 -0.2 0.6
-1.3 -0.4 -4.3

As for the energy above the lowest of the compared OMol25 structures with the same formula, charge and spin: 0.000 eV. The value obtained for the LUMO energy is 0.1 eV. The HOMO energy is -9.840 eV. Its orbital gap is 9.956 eV. The multiplicity is 1.

These are the Mulliken partial charges, in e, on atoms 1 to 2:
1 Li 0.53
2 P 2.21

---

3.
Density functional theory data (wB97M-V/def2-TZVPD) for 12 unconnected molecules or ions with the total composition C36H72O16 at a distorted geometry.

Geometry (Å):
C: 0.4336 1.0585 6.4664
O: -0.7875 1.5114 5.9515
C: -1.2528 0.9899 4.7665
O: -0.7858 0.1040 4.1023
O: -2.3172 1.7571 4.3537
C: -2.9508 1.7401 3.0742
H: 0.5528 -0.0246 6.4403
H: 0.5061 1.3470 7.5150
H: 1.2736 1.5404 5.9661
H: -3.8185 2.3995 3.0546
H: -3.2519 0.7723 2.6731
H: -2.2577 2.1188 2.3230
C: 1.5271 2.5967 -2.0435
O: 2.1594 3.8932 -2.0998
C: 1.8360 4.8357 -2.9959
O: 0.9417 4.7075 -3.8036
O: 2.5977 5.9246 -2.7214
C: 2.7262 7.0085 -3.6292
H: 1.7546 2.0427 -2.9542
H: 0.4389 2.5929 -1.9805
H: 1.9887 2.0771 -1.2039
H: 1.7684 7.2905 -4.0664
H: 3.2975 6.7160 -4.5102
H: 3.2840 7.8335 -3.1861
C: 6.1135 0.8543 0.7595
C: 4.8560 1.3719 0.1054
C: 4.9845 1.5270 -1.4101
O: 3.8291 1.6088 0.7175
H: 6.3706 -0.1564 0.4425
H: 5.8918 0.7031 1.8160
H: 6.9737 1.5226 0.7992
H: 4.1941 1.9847 -2.0050
H: 5.2338 0.6044 -1.9343
H: 5.8320 2.1876 -1.5932
C: 3.7101 -2.8546 2.7970
C: 3.0732 -2.6643 4.2157
C: 1.7489 -1.8597 4.3200
O: 3.5540 -3.2107 5.2075
H: 4.7196 -3.2650 2.8205
H: 3.8767 -1.8538 2.3988
H: 3.0318 -3.2531 2.0425
H: 1.1067 -2.0096 3.4521
H: 2.0719 -0.8338 4.4967
H: 1.1573 -2.2276 5.1582
C: -1.2140 -3.4568 3.2340
C: -0.5363 -4.1975 2.0990
C: -0.8252 -5.6844 1.9514
O: 0.0736 -3.6114 1.2189
H: -2.2042 -3.8919 3.3694
H: -1.3373 -2.3920 3.0366
H: -0.6486 -3.5368 4.1625
H: -1.6708 -5.9556 2.5835
H: 0.0583 -6.2067 2.3184
H: -1.1201 -5.8663 0.9179
C: 0.7737 -0.6381 -0.0341
C: -0.6534 -0.0090 -0.1062
C: -1.8655 -0.8628 0.2794
O: -0.7580 1.1015 -0.5353
H: 0.9170 -1.0410 0.9686
H: 1.5240 0.1126 -0.2823
H: 0.7491 -1.4598 -0.7497
H: -2.8050 -0.3702 0.0292
H: -1.6991 -0.9698 1.3513
H: -1.8186 -1.7885 -0.2942
C: 0.9467 2.8211 2.2141
C: 0.1403 4.0948 2.0305
C: 0.3518 4.7783 0.6852
O: -0.5995 4.5585 2.8793
H: 1.8573 3.0057 2.7840
H: 1.2549 2.4943 1.2209
H: 0.3203 2.0644 2.6864
H: 0.4671 5.8616 0.7207
H: -0.4798 4.5968 0.0043
H: 1.1999 4.2903 0.2050
C: -5.7557 -4.0033 2.0530
C: -4.4292 -3.4765 1.4882
C: -3.7267 -4.1472 0.3417
O: -3.8653 -2.5071 1.9857
H: -6.5307 -4.0343 1.2872
H: -6.1716 -3.2856 2.7601
H: -5.6343 -4.9989 2.4799
H: -3.1908 -5.0279 0.6957
H: -3.1540 -3.4482 -0.2678
H: -4.4572 -4.5515 -0.3590
C: -5.5518 3.9063 -0.8449
C: -4.5968 3.1803 0.0665
C: -3.1763 3.7143 0.1612
O: -4.9188 2.1436 0.6702
H: -5.4580 3.4586 -1.8343
H: -5.1336 4.9095 -0.9277
H: -6.6048 3.8094 -0.5803
H: -2.6852 3.9810 -0.7747
H: -2.5892 2.8818 0.5489
H: -3.0905 4.4996 0.9122
C: 2.1081 -1.7208 -5.5316
C: 1.8544 -0.7026 -4.3866
C: 0.5567 -1.0505 -3.5818
O: 2.5741 0.2596 -4.1906
H: 1.2423 -2.1794 -6.0093
H: 2.8702 -2.4563 -5.2740
H: 2.6043 -1.1927 -6.3459
H: -0.3108 -0.9938 -4.2394
H: 0.3903 -0.4400 -2.6943
H: 0.7668 -2.0381 -3.1712
C: 1.9487 -5.8266 -0.6885
C: 1.5722 -4.9342 -1.8419
C: 0.1264 -4.5527 -2.0903
O: 2.3718 -4.6003 -2.6715
H: 1.0943 -6.3413 -0.2490
H: 2.3034 -5.2587 0.1716
H: 2.6335 -6.5972 -1.0427
H: -0.4344 -5.4656 -1.8899
H: 0.0622 -4.2500 -3.1354
H: -0.1412 -3.7135 -1.4482
C: -2.1854 1.4375 -3.4840
C: -2.1972 1.4915 -5.0105
C: -1.1748 2.4097 -5.6651
O: -2.9603 0.8634 -5.6740
H: -3.0539 0.9218 -3.0741
H: -2.1000 2.3903 -2.9614
H: -1.3540 0.7795 -3.2312
H: -0.2063 1.9323 -5.8135
H: -1.1791 3.2775 -5.0055
H: -1.4538 2.6968 -6.6789

Forces on atoms 1 to 2 (eV/Å):
1.0 -0.5 0.4
-1.7 -0.3 -1.5

As for the energy above the lowest of the compared OMol25 structures with the same formula, charge and spin: 2.524 eV. The value obtained for the LUMO energy is 0.3 eV. The HOMO energy is -9.190 eV. Its orbital gap is 9.457 eV. The multiplicity is 1.

These are the Mulliken partial charges, in e, on atoms 1 to 2:
1 C -0.56
2 O -0.39

---

Question: Which of these has the lowest LUMO?
Answer: C36H72F6LiO27P

---

Question: Which formula does entry 2 have?
Answer: C36H72F6LiO27P

---

Question: What is the formula in the second record?
Answer: C36H72F6LiO27P